Record 1
88
Properties=species:S:1:pos:R:3:lowdin_charge:R:1 method="wB97M-V/def2-TZVPD" relative_energy_ev=0.863 molar_mass_g_mol=667.84 total_energy_ha=-3336.7065 homo_lumo_gap_ev=7.0
Sc -0.6289 -0.2747 -0.5734 0.952
C -3.5869 2.5339 -1.2138 -0.197
C -2.5465 3.2819 -2.0503 -0.166
C -1.2301 2.5252 -2.2851 -0.232
N -0.6916 1.9240 -1.0640 -0.034
C -0.2078 2.7362 -0.1472 -0.245
C 0.1523 4.0868 -0.3987 -0.029
C 0.2889 5.1736 0.4423 -0.092
C 0.0399 5.2698 1.8065 -0.126
C -0.1911 4.1924 2.6426 -0.098
C -0.1088 2.8323 2.3824 -0.021
C 0.0452 2.1046 1.1750 -0.242
N 0.3015 0.8194 1.1115 -0.064
C 0.7854 0.1461 2.3012 -0.229
C -0.3137 -0.5648 3.0865 -0.160
C -0.9006 -1.7235 2.2891 -0.213
N -1.6409 -1.2875 1.1162 -0.031
C -2.9488 -1.2951 1.1357 -0.214
C -3.7145 -1.4068 2.3319 -0.024
C -5.0324 -1.7549 2.5517 -0.096
C -6.0003 -2.1707 1.6464 -0.125
C -5.8453 -2.1733 0.2707 -0.095
C -4.8289 -1.6482 -0.5149 -0.028
C -3.5844 -1.0594 -0.1904 -0.221
N -2.8449 -0.3656 -1.0416 -0.025
C -3.4842 0.1666 -2.2397 -0.232
C -4.3271 1.4155 -1.9469 -0.168
H -3.1081 2.1192 -0.3278 0.100
H -4.3224 3.2610 -0.8626 0.110
H -2.9685 3.5417 -3.0267 0.115
H -2.3144 4.2177 -1.5373 0.102
H -1.3818 1.7316 -3.0034 0.067
H -0.5175 3.2108 -2.7517 0.104
H 0.3319 4.3053 -1.4441 0.099
H 0.5626 6.0998 -0.0531 0.102
H 0.0369 6.2591 2.2484 0.091
H -0.4125 4.4404 3.6762 0.101
H -0.2463 2.2074 3.2559 0.090
H 1.5060 -0.6041 1.9640 0.103
H 1.3183 0.8460 2.9470 0.112
H 0.1033 -0.9450 4.0232 0.117
H -1.1111 0.1436 3.3336 0.108
H -0.0676 -2.3406 1.9372 0.106
H -1.5190 -2.3556 2.9261 0.110
H -3.1590 -1.1599 3.2285 0.095
H -5.3333 -1.7494 3.5952 0.103
H -6.9472 -2.5133 2.0439 0.091
H -6.6726 -2.5952 -0.2916 0.101
H -5.0147 -1.7272 -1.5774 0.093
H -2.7061 0.4080 -2.9587 0.075
H -4.1246 -0.5667 -2.7296 0.098
H -4.7258 1.7943 -2.8934 0.114
H -5.1784 1.1060 -1.3341 0.108
C 0.7025 -4.5030 -0.6985 -0.050
O 1.4481 -3.3195 -0.3277 -0.138
C 0.8771 -2.1215 -0.5402 -0.350
O -0.2382 -2.1634 -1.1062 -0.168
H 1.2183 -5.3359 -0.2297 0.086
H 0.6876 -4.6282 -1.7794 0.088
H -0.3217 -4.4374 -0.3424 0.087
S 1.1511 -0.4168 -5.2169 1.039
C -0.1779 -1.4792 -5.0164 -0.380
C -0.7391 -1.2794 -3.8041 -0.236
N -0.1394 -0.2972 -3.0357 -0.075
C 0.8672 0.2340 -3.6671 -0.490
H -0.4584 -2.1853 -5.7830 0.070
H -1.5883 -1.8153 -3.4032 0.116
H 1.4880 1.0210 -3.2619 0.028
C 4.9583 -3.3677 1.1031 -0.080
C 5.0054 -2.3400 -0.0196 -0.232
N 3.8955 -1.3949 0.0369 0.002
C 3.9571 -0.0462 -0.0699 -0.824
S 2.8120 0.7934 -0.9719 0.674
N 4.9234 0.6320 0.5909 -0.004
C 5.7877 0.1796 1.6768 -0.235
C 7.2678 0.3188 1.3386 -0.084
H 5.8172 -4.0401 1.0401 0.075
H 4.0458 -3.9632 1.0285 0.068
H 4.9631 -2.8877 2.0837 0.065
H 4.9517 -2.8624 -0.9768 0.120
H 5.9435 -1.7928 -0.0153 0.093
H 3.0036 -1.7482 -0.2833 0.047
H 4.8861 1.6227 0.4167 0.109
H 5.5386 -0.8472 1.9115 0.083
H 5.5591 0.7758 2.5620 0.118
H 7.5248 -0.2857 0.4660 0.065
H 7.8912 0.0044 2.1788 0.075
H 7.5072 1.3583 1.1041 0.074

=====

Record 2
62
Properties=species:S:1:pos:R:3:lowdin_charge:R:1 method="wB97M-V/def2-TZVPD" relative_energy_ev=0.269 molar_mass_g_mol=730.78 total_charge=+1 total_energy_ha=-2800.6252 homo_lumo_gap_ev=6.6
Pt -1.7138 0.8670 -1.4300 0.472
S 0.5008 0.2572 -1.5098 0.740
C 0.9539 0.0943 0.0997 -0.608
N 2.2156 -0.0653 0.4558 -0.092
C 2.5463 -0.3485 1.8530 -0.081
C 1.7508 0.5876 2.7153 -0.081
N 0.3295 0.3826 2.4318 -0.087
C -0.5468 0.3287 3.6116 -0.108
C -0.2941 -0.9250 4.4097 -0.222
C -0.6007 -2.1733 3.8726 -0.037
C -0.3408 -3.3255 4.5956 -0.068
C 0.2237 -3.2423 5.8625 -0.073
C 0.5280 -2.0035 6.4033 -0.067
C 0.2719 -0.8487 5.6758 -0.046
C -0.0947 0.1248 1.2023 -0.642
S -1.7136 -0.0859 0.8290 0.681
C 3.3539 0.0774 -0.4674 -0.103
C 4.1860 1.2718 -0.0752 -0.228
C 5.4733 1.1182 0.4208 -0.047
C 6.2172 2.2311 0.7915 -0.067
C 5.6720 3.4990 0.6695 -0.071
C 4.3834 3.6581 0.1734 -0.062
C 3.6426 2.5491 -0.1992 -0.030
H 3.6138 -0.1965 1.9899 0.132
H 2.2988 -1.3881 2.0849 0.149
H 2.0248 1.6273 2.5160 0.148
H 1.9190 0.3717 3.7684 0.133
H -1.5775 0.4074 3.2776 0.086
H -0.3236 1.2103 4.2156 0.138
H -1.0534 -2.2414 2.8899 0.098
H -0.5872 -4.2917 4.1757 0.108
H 0.4185 -4.1432 6.4285 0.109
H 0.9628 -1.9326 7.3911 0.110
H 0.5049 0.1199 6.1034 0.116
H 2.9628 0.1860 -1.4748 0.080
H 3.9366 -0.8449 -0.4302 0.141
H 5.9031 0.1266 0.5092 0.116
H 7.2217 2.1055 1.1724 0.109
H 6.2523 4.3666 0.9533 0.109
H 3.9607 4.6482 0.0683 0.111
H 2.6409 2.6748 -0.5974 0.115
F -1.5458 2.5971 -3.7718 0.041
C -1.4415 2.6021 -2.4259 -0.778
F -2.2974 3.5426 -1.9781 0.025
F -0.1975 3.1027 -2.1567 -0.009
C -4.6853 -3.4716 -3.7179 0.007
C -4.4340 -2.0330 -4.0119 -0.241
C -4.2947 -1.4877 -5.2595 0.053
C -4.0617 -0.1063 -5.3631 -0.265
N -3.9658 0.6791 -4.2942 0.140
C -4.0990 0.1510 -3.0919 -0.730
S -4.0552 1.0890 -1.6323 0.602
N -4.3306 -1.1871 -2.9626 0.119
C -3.9166 0.5638 -6.6855 -0.001
H -4.7386 -4.0451 -4.6388 0.093
H -5.6255 -3.5908 -3.1773 0.102
H -3.8841 -3.8773 -3.0982 0.100
H -4.3680 -2.1106 -6.1379 0.129
H -4.4409 -1.5256 -2.0143 0.149
H -3.9635 -0.1400 -7.5125 0.084
H -2.9706 1.1051 -6.7094 0.099
H -4.7071 1.3075 -6.7934 0.102

=====

Record 3
18
Properties=species:S:1:pos:R:3:lowdin_spin:R:1 method="wB97M-V/def2-TZVPD" relative_energy_ev=0.802 molar_mass_g_mol=88.15 multiplicity=2 total_charge=-1 total_energy_ha=-269.0242 homo_lumo_gap_ev="2.8 / 8.4" s2=0.75
C 1.3329 -0.9594 1.3282 0.051
C 2.0524 -0.8780 -0.0144 0.057
N 1.3837 -1.3595 -1.1941 0.037
H 0.5645 -0.1815 1.4357 0.007
H 2.0172 -0.9396 2.1757 0.007
H 0.6872 -1.8587 1.4335 0.009
H 3.0386 -1.3488 0.0769 0.004
H 2.3475 0.1685 -0.1841 0.024
H 0.5046 -0.8725 -1.3204 0.027
H 1.1524 -2.3383 -1.1067 0.014
C -2.3724 1.3397 0.7432 0.111
C -1.4930 1.5516 -0.2282 0.222
N -1.5948 1.0967 -1.5288 0.133
H -3.2735 0.7286 0.6185 0.015
H -2.2102 1.5912 1.7746 0.015
H -0.5293 2.0062 -0.0200 0.050
H -2.4318 0.5779 -1.7491 0.079
H -1.1762 1.6758 -2.2406 0.138

=====

Record 4
11
Properties=species:S:1:pos:R:3:lowdin_charge:R:1 method="wB97M-V/def2-TZVPD" molar_mass_g_mol=151.78 total_charge=-1 total_energy_ha=-2828.6434 homo_lumo_gap_ev=8.0
Br -1.7538 0.8983 -1.7249 0.439
C -0.4502 -0.4679 -0.8350 -0.656
C -0.7276 -0.3208 0.6721 -0.312
O -0.0362 0.8556 0.9680 -0.132
B 1.2356 0.5824 0.2679 -0.595
O 0.7666 -0.0335 -1.0654 -0.123
H -0.7457 -1.3735 -1.3408 0.080
H -0.2945 -1.1181 1.2688 0.105
H -1.7939 -0.2048 0.7985 0.085
H 1.9730 1.5421 0.1473 0.049
H 1.8266 -0.3599 0.8435 0.059